# 1
This record from the Open Molecules 2025 dataset describes C28H32F3Ge2NO3W as an isolated structure at a distorted geometry. The level of theory is the ωB97M-V functional and the def2-TZVPD basis.

Geometry as XYZ:
```
70
Properties=species:S:1:pos:R:3:forces:R:3:lowdin_spin:R:1
H -2.497052 1.697943 -4.757034 -0.004 0.012 -0.002 0.00
H -0.654075 3.553121 -1.621298 -0.028 0.000 0.012 0.00
C -0.170959 -2.249225 -0.174530 0.241 0.001 0.001 0.00
O -0.959683 0.395388 2.697611 0.333 0.751 -0.011 0.05
C -0.436522 0.257906 3.921318 0.080 0.127 0.159 0.01
W 0.221800 1.164461 1.295732 -0.058 -1.475 -0.163 0.86
H 0.501471 2.610607 -3.583888 0.014 -0.033 -0.036 0.00
C 3.885714 0.440614 2.283752 0.028 -0.026 0.020 0.00
C 0.038935 -0.791315 -3.262215 -0.003 -0.010 -0.008 0.00
Ge -3.096042 -0.009048 0.256472 -0.103 -0.066 0.100 0.02
C -0.669974 -4.573337 0.249282 -0.006 -0.024 0.014 0.00
H -0.704725 3.813642 0.997645 0.062 0.077 0.078 0.00
C -0.806407 -0.085953 -2.407744 0.252 -0.017 -0.044 0.00
C -0.002261 -0.584591 -4.635929 -0.010 -0.013 0.011 0.00
H 0.737575 -1.519681 -2.867676 0.006 0.002 0.037 0.00
H -2.135912 -3.027128 0.271045 0.031 0.059 0.001 0.00
H 1.898180 -1.832727 -0.606768 -0.016 0.013 0.014 0.00
H -3.921536 2.274443 1.188693 -0.084 -0.091 -0.087 0.00
C 2.689321 1.596710 -1.192770 -0.193 0.068 -0.054 0.00
H 0.675264 -1.128534 -5.279763 0.010 -0.006 -0.019 0.00
H -3.913987 -2.083029 1.492586 0.022 0.000 -0.032 0.00
H 2.625452 -4.167422 -0.400389 0.009 -0.007 -0.002 0.00
H 2.341223 -0.232035 3.618609 0.000 -0.002 -0.013 0.00
C 2.673271 -0.401951 2.595154 -0.146 0.023 -0.166 0.00
O -0.315484 -0.755001 4.528486 -0.166 -0.096 -0.103 0.00
F -0.713964 2.608910 4.319988 -0.055 0.096 -0.066 0.00
H 1.923202 -2.419014 2.464518 -0.019 0.021 0.011 0.00
C 1.584625 -3.913148 -0.245928 -0.042 -0.034 -0.004 0.00
C -1.774643 1.008535 -4.339280 0.047 -0.010 -0.074 0.00
H -4.557996 -1.374525 -1.295993 0.022 -0.008 0.004 0.00
C 0.854148 2.890342 -0.224718 0.184 0.210 0.257 0.00
O 1.516988 0.035928 1.776541 0.606 0.002 0.305 0.01
C 2.113079 1.759494 -2.441914 -0.001 0.014 0.054 0.00
H -1.391376 -5.344162 0.485447 -0.007 -0.002 0.007 0.00
H -2.886223 2.503478 -0.223327 -0.010 0.028 0.008 0.00
C -3.017203 1.919497 0.690499 0.035 0.175 0.095 0.00
H -3.054338 -1.045718 2.638246 0.055 0.020 -0.021 0.00
H 4.205240 0.309661 1.249175 -0.030 -0.003 -0.021 0.00
C 2.861962 -1.878647 2.360080 0.100 -0.050 0.063 0.00
H 0.962926 3.729096 1.750942 -0.193 0.115 0.061 0.00
N 3.293551 0.736118 -4.500558 0.000 -0.030 0.008 0.00
H 3.633613 1.079765 -1.090466 0.005 -0.002 -0.015 0.00
H -5.356670 0.135687 -0.868822 -0.003 0.010 0.039 0.00
C 2.761032 1.188920 -3.589997 0.021 0.029 -0.093 0.00
C 0.120102 1.590746 4.507270 -0.098 -0.095 0.175 0.00
C 0.663474 -4.904498 0.064412 0.031 0.024 -0.005 0.00
C 0.238781 3.279537 1.071407 0.085 -0.090 -0.203 0.00
H 4.707088 0.116596 2.923381 -0.011 -0.018 0.002 0.00
C -0.909413 0.312704 -5.176400 -0.033 0.024 -0.008 0.00
H -2.215212 2.199822 1.389612 -0.078 -0.125 -0.071 0.00
C -4.403921 -0.302333 -1.170624 -0.046 -0.010 -0.065 0.01
H 3.559377 -2.254420 3.110031 0.007 -0.003 -0.001 0.00
C 0.924962 2.490821 -2.596841 -0.006 -0.014 0.100 0.01
C 1.166495 -2.596691 -0.359200 0.001 0.028 -0.112 0.00
H -0.951470 0.464309 -6.246530 0.004 0.002 -0.013 0.00
C 2.065716 2.174385 -0.086344 0.207 0.597 -0.327 0.01
C -3.729197 -1.050612 1.787297 -0.026 0.048 -0.015 0.00
F 0.415488 1.491250 5.781230 0.026 -0.034 -0.024 0.00
F 1.278198 1.893877 3.829816 -0.160 0.169 0.117 0.00
H 2.631674 2.302282 0.829705 -0.060 -0.238 0.050 0.01
H -4.686653 -0.625121 2.094913 0.015 0.014 0.022 0.00
H -4.126103 0.111773 -2.137910 0.007 -0.023 0.092 0.00
H -2.387509 1.382973 -2.335955 0.077 -0.033 -0.019 0.00
C -1.711974 0.815404 -2.969711 -0.053 0.083 0.152 0.00
Ge -0.781302 -0.432107 -0.483637 -0.935 -0.029 -0.280 0.01
C 0.276899 3.016189 -1.499444 0.123 -0.144 0.053 0.00
C -1.085760 -3.254439 0.129095 -0.059 -0.029 0.037 0.00
H 3.714184 1.496165 2.489494 -0.005 0.028 0.033 0.00
H 3.280386 -2.079673 1.375201 -0.006 0.036 -0.005 0.00
H 0.984148 -5.933010 0.158919 0.006 -0.014 -0.008 0.00
```
Forces are in eV/Å.

energy relative to the best compared isomer or geometry (same formula, charge and spin)	63.0	kJ/mol
2S+1	2
gap between HOMO and LUMO (spin up / spin down)	6.4 / 6.7	eV
net charge	+1

=====

# 2
This record from the Open Molecules 2025 dataset describes one molecule with the formula C28H32FN5O2 at a distorted geometry. The level of theory is the ωB97M-V functional and the def2-TZVPD basis.

Geometry as XYZ:
```
68
Properties=species:S:1:pos:R:3:forces:R:3:nbo_charge:R:1
H -1.180086 1.245976 1.203975 -0.188 0.237 -0.069 0.43
C 3.766723 -0.725568 0.267261 -0.497 -0.025 0.417 0.18
C 2.907121 1.214641 -0.520429 0.384 -0.561 0.156 -0.16
H -8.099829 -0.010964 1.336582 0.028 0.077 0.083 0.21
C 4.078508 -1.984571 0.990291 0.089 0.017 -0.120 -0.65
C -3.068825 0.891393 0.430983 -0.240 -0.162 -0.174 0.08
C -2.931625 -0.488265 0.351149 -0.027 0.268 -0.017 -0.18
C 1.578117 0.237233 1.268943 -0.253 0.173 0.087 0.05
C -5.431401 0.613449 0.171308 -0.066 -0.065 -0.099 -0.24
N 0.745515 1.216416 1.179425 0.083 -0.727 0.778 -0.26
C -8.581904 -0.726983 0.676565 0.133 -0.019 -0.274 -0.62
H -8.770523 -1.636089 1.243064 -0.036 -0.083 0.073 0.20
H 6.030343 -0.484848 -2.166833 -0.130 -0.121 0.093 0.24
O 2.080870 3.283526 -1.350269 0.061 0.042 -0.132 -0.62
N 4.555963 -0.240033 -0.739549 -0.346 0.181 0.030 -0.31
H 6.143707 1.202043 0.610074 -0.138 0.058 -0.005 0.23
C -6.333040 -3.014813 -0.086274 0.167 -0.140 -0.232 -0.20
C 1.982167 2.321509 -0.608265 0.115 0.084 -0.074 0.63
H 9.908614 -1.986312 0.615578 0.074 -0.091 -0.015 0.23
C -5.310077 -0.776155 0.044537 0.205 0.126 0.071 0.19
C 8.049519 0.718346 1.447371 0.012 0.104 0.066 -0.22
H 4.699464 1.162232 -3.249580 0.045 0.010 -0.079 0.22
C -1.487062 2.693816 -0.146034 0.546 0.205 0.096 0.67
H 4.108407 2.626495 -2.454836 0.035 0.012 -0.024 0.28
H -8.199367 -1.753208 -1.176916 0.059 0.074 -0.046 0.19
H 3.343511 -2.144365 1.773768 -0.014 -0.050 0.052 0.23
H -5.613986 3.149900 0.659501 -0.070 0.002 0.071 0.21
H 9.954090 -0.001109 2.112477 0.080 0.008 0.060 0.22
H 4.054388 -2.843013 0.316855 -0.002 -0.097 0.037 0.22
C -4.019869 -1.311407 0.159027 -0.067 -0.158 0.072 -0.30
F 7.990404 -2.557037 -1.006849 -0.027 0.087 0.033 -0.33
C -7.692699 -1.027515 -0.533201 -0.168 0.153 0.254 -0.20
H -6.405206 1.074395 0.138417 -0.134 0.035 0.015 0.20
C 6.929030 -0.598473 -0.231896 0.103 -0.180 -0.064 -0.11
H -1.943735 -0.922362 0.427734 0.093 -0.038 -0.041 0.21
C 5.775661 -0.863413 -1.171917 0.439 -0.275 -0.168 -0.23
H 5.719289 1.994819 -2.065174 0.086 0.037 -0.042 0.22
C 2.717272 0.157872 0.427618 0.611 0.248 -0.652 -0.17
H -7.543755 -0.120366 -1.123828 -0.028 -0.096 -0.047 0.20
C 8.009381 -1.471674 -0.198789 -0.032 0.205 0.124 0.40
O -2.105021 3.194527 -1.059449 -0.086 0.093 -0.218 -0.61
H -3.847997 -2.372443 0.085698 -0.025 -0.120 -0.034 0.21
C 9.097020 -1.276497 0.629178 -0.077 -0.125 -0.132 -0.27
N 0.921475 2.202714 0.283504 0.207 0.240 -0.362 -0.25
C 4.693104 1.721169 -2.312693 0.054 -0.028 -0.060 -0.67
H -7.311328 -3.390146 0.229392 0.078 0.017 0.073 0.19
H -4.176375 3.456577 -0.331263 -0.033 0.050 0.051 0.26
C -5.955392 -3.660523 -1.422740 -0.053 0.085 0.286 -0.62
N -1.905823 1.670998 0.628812 -0.092 -0.377 0.408 -0.64
H -5.613405 -3.301814 0.684571 -0.110 -0.010 0.018 0.20
H -4.990436 -3.294979 -1.763225 0.099 0.017 -0.059 0.21
C 9.112324 -0.168464 1.458911 -0.036 0.000 -0.026 -0.19
H -4.012663 3.283747 1.408627 0.026 0.075 0.060 0.22
H -0.198053 3.641298 1.298968 0.074 -0.030 -0.081 0.21
C -4.346029 1.451118 0.365415 0.213 -0.025 0.022 0.02
H 0.204855 4.000187 -0.410181 -0.152 -0.182 0.182 0.27
C -4.558031 2.921671 0.537633 -0.029 0.059 -0.120 -0.65
H 1.350062 -0.505731 2.018575 -0.060 -0.056 0.097 0.20
H -9.534641 -0.318462 0.349215 -0.156 0.055 0.023 0.21
C -0.108071 3.223840 0.290966 -0.273 0.396 -0.200 -0.32
H 5.068979 -1.938924 1.445062 0.026 -0.070 0.075 0.23
C 6.968691 0.505495 0.608677 0.068 -0.088 -0.020 -0.19
H -6.695567 -3.419825 -2.182267 -0.067 0.008 -0.097 0.20
N -6.410244 -1.575523 -0.158802 -0.184 -0.143 -0.053 -0.43
H 5.622589 -1.944179 -1.258042 -0.013 0.195 -0.069 0.23
H -5.906244 -4.741422 -1.316915 0.016 -0.152 -0.054 0.21
H 8.059747 1.582381 2.093467 0.003 0.078 0.062 0.22
C 4.061426 0.937720 -1.222942 -0.402 0.484 -0.064 0.20
```
Forces are in eV/Å.

2S+1	1
structure (SMILES)	CCN(CC)c1ccc(NC(=O)Cn2ncc3c(C)n(Cc4ccccc4F)c(C)c3c2=O)c(C)c1
gap between HOMO and LUMO	7.6	eV

=====

Number 1: calculated total energy -160190.7831 eV. Number 2: calculated total energy -43819.4213 eV.